No. 1
{"formula": "C6H16", "method": "ωB97M-V with the def2-TZVPD basis set", "elements": ["C", "C", "C", "C", "C", "C", "H", "H", "H", "H", "H", "H", "H", "H", "H", "H", "H", "H", "H", "H", "H", "H"], "xyz": [[2.59321, 0.89545, -0.48041], [2.15184, 2.36609, -0.52464], [-1.74586, -1.15578, -1.10168], [-1.93012, 0.13894, 1.02157], [-0.49675, -1.84516, 0.93713], [-0.93374, -0.64682, 0.09630], [-0.32292, -1.56761, 1.98068], [2.08196, 2.78814, -1.53088], [2.76207, 3.08721, 0.01780], [-1.44762, -2.09430, -1.58042], [1.12930, 2.38680, -0.13428], [-1.23499, -2.64807, 0.92143], [-1.84657, -0.42814, -1.91262], [-1.34037, 0.80193, 1.66194], [2.43845, 0.40559, 0.49250], [-2.39873, -0.58333, 1.68937], [-2.72328, 0.63519, 0.46486], [-0.14018, 0.00367, -0.24802], [-2.75026, -1.40271, -0.73413], [0.41932, -2.35327, 0.60709], [3.68876, 0.88939, -0.41836], [2.04649, 0.32679, -1.22524]], "de_lowest_kj_mol": 35.68, "lumo_energy_ha": [0.1465, 0.1561], "charge": -1, "s_squared": 0.750, "multiplicity": 2}

No. 2
{"formula": "C43H104N18O11", "method": "ωB97M-V with the def2-TZVPD basis set", "elements": ["O", "O", "O", "O", "O", "O", "O", "O", "O", "O", "O", "N", "N", "N", "N", "N", "N", "N", "N", "N", "N", "N", "N", "N", "N", "N", "N", "N", "N", "C", "C", "C", "C", "C", "C", "C", "C", "C", "C", "C", "C", "C", "C", "C", "C", "C", "C", "C", "C", "C", "C", "C", "C", "C", "C", "C", "C", "C", "C", "C", "C", "C", "C", "C", "C", "C", "C", "C", "C", "C", "C", "C", "H", "H", "H", "H", "H", "H", "H", "H", "H", "H", "H", "H", "H", "H", "H", "H", "H", "H", "H", "H", "H", "H", "H", "H", "H", "H", "H", "H", "H", "H", "H", "H", "H", "H", "H", "H", "H", "H", "H", "H", "H", "H", "H", "H", "H", "H", "H", "H", "H", "H", "H", "H", "H", "H", "H", "H", "H", "H", "H", "H", "H", "H", "H", "H", "H", "H", "H", "H", "H", "H", "H", "H", "H", "H", "H", "H", "H", "H", "H", "H", "H", "H", "H", "H", "H", "H", "H", "H", "H", "H", "H", "H", "H", "H", "H", "H", "H", "H", "H", "H", "H", "H", "H", "H"], "xyz": [[-5.29193, -21.99578, -8.27646], [-7.68731, -25.78171, -10.17031], [-10.62247, -23.41072, -7.41753], [-14.04011, -18.51607, -11.36594], [-12.82766, -22.17138, -14.50235], [-7.95081, -23.33760, -6.69860], [-4.86354, -17.81145, -11.14185], [-6.57566, -21.73324, -13.45315], [-9.09791, -23.10036, -11.30600], [-9.59257, -19.61105, -6.88348], [-4.03384, -23.58127, -13.78069], [-7.40355, -27.07858, -10.82959], [-5.16460, -19.72455, -8.51289], [-6.55353, -23.03045, -15.17649], [-11.55499, -21.76404, -12.66779], [-5.11573, -18.91918, -13.14568], [-6.88260, -18.65988, -11.77499], [-6.76609, -20.63313, -7.23845], [-7.20655, -22.16741, -10.72589], [-11.89175, -24.01344, -7.25510], [-8.53051, -22.22121, -14.49674], [-6.45268, -24.56540, -7.85031], [-8.84072, -18.76644, -6.00405], [-2.24926, -23.63502, -12.34678], [-8.28294, -25.56761, -6.70644], [-12.71727, -18.70009, -11.89559], [-4.11572, -22.45786, -11.83664], [-11.34453, -23.67771, -13.87929], [-8.98257, -21.99416, -9.39295], [-12.77572, -23.13496, -6.39914], [-9.28890, -19.18707, -4.62544], [-12.68478, -18.01169, -13.22402], [-10.77487, -19.14536, -4.40183], [-11.61656, -16.96145, -10.33849], [-7.20391, -22.28641, -14.31739], [-13.67386, -18.75622, -14.08029], [-11.94205, -22.45163, -13.73172], [-10.43374, -16.81668, -6.51001], [-9.17221, -28.21098, -9.65907], [-5.14509, -26.37609, -11.03928], [-6.38396, -26.82808, -11.85438], [-8.21899, -17.17893, -7.61818], [-12.26218, -23.53203, -9.87106], [-8.72544, -20.64128, -4.47742], [-10.11382, -17.86636, -12.85804], [-6.03984, -28.17386, -12.62037], [-8.26141, -29.17213, -11.74746], [-7.54698, -24.42056, -7.07865], [-8.78476, -16.76985, -3.87592], [-14.69632, -24.19607, -7.69744], [-12.98468, -21.71417, -6.90784], [-10.29157, -18.59425, -11.55897], [-8.53858, -18.25868, -3.68453], [-14.08869, -23.80812, -6.32731], [-5.74290, -20.83397, -8.02170], [-7.37040, -28.86023, -12.91763], [-13.07732, -16.56276, -13.26982], [-3.57363, -23.32539, -12.70558], [-11.29954, -18.13409, -13.82067], [-12.15895, -23.09635, -4.96430], [-11.70252, -18.40914, -10.89408], [-8.64974, -27.85694, -11.04503], [-13.76849, -25.07511, -8.50557], [-5.52933, -18.45244, -11.94762], [-8.30586, -16.47877, -5.30725], [-11.88356, -19.46342, -9.78085], [-11.38650, -25.63824, -8.95772], [-8.47680, -22.42207, -10.47906], [-9.00308, -17.32818, -6.37355], [-12.34656, -24.45334, -8.60723], [-6.58861, -25.79705, -12.95901], [-9.68282, -27.07924, -11.88498], [-6.59672, -22.27806, -9.92647], [-2.11358, -23.68506, -11.36993], [-11.05178, -19.64534, -3.44546], [-9.93262, -16.77713, -12.68099], [-13.35942, -21.06518, -6.14863], [-7.18178, -17.56483, -7.53328], [-7.98971, -28.23359, -13.63030], [-9.04050, -22.84091, -15.12905], [-7.74873, -29.81294, -11.00832], [-11.40424, -19.52347, -5.21213], [-12.06306, -21.25780, -7.33419], [-15.65844, -24.73093, -7.55521], [-10.10383, -28.70950, -9.96380], [-11.23217, -17.42767, -14.60109], [-11.84525, -20.49294, -10.15741], [-5.53597, -18.72604, -8.55083], [-4.11101, -18.88013, -13.28767], [-5.12324, -26.96624, -10.13043], [-8.13214, -16.29481, -3.11568], [-9.79707, -26.10428, -11.40130], [-13.97789, -24.74730, -5.69897], [-13.95400, -16.30881, -12.68096], [-4.24339, -26.34417, -11.64908], [-7.65079, -20.52644, -4.55625], [-6.38178, -25.39550, -8.41576], [-14.72607, -18.44277, -13.84588], [-10.81751, -16.61547, -5.53740], [-9.10092, -29.70184, -12.14343], [-7.25681, -24.95502, -12.78372], [-11.35786, -22.98605, -9.83654], [-10.55974, -15.84734, -7.06624], [-5.01586, -22.08244, -12.17844], [-10.91461, -22.16424, -11.98416], [-11.48853, -22.29521, -4.69770], [-8.49453, -15.44090, -5.63143], [-12.98672, -22.68255, -9.94090], [-12.23896, -21.05199, -12.28405], [-7.05811, -23.46117, -15.95142], [-13.57419, -19.86414, -13.96915], [-11.38274, -26.26276, -8.08091], [-6.98853, -26.33480, -13.82393], [-12.52613, -16.72226, -9.82564], [-11.23988, -19.27695, -8.97302], [-5.47948, -27.98290, -13.54709], [-12.37097, -15.81029, -12.90381], [-7.13102, -19.74914, -6.85041], [-14.11635, -25.26011, -9.50398], [-10.09443, -19.65067, -11.74251], [-5.48282, -28.79203, -11.94895], [-9.05527, -21.09052, -3.51440], [-10.77193, -16.90644, -9.63791], [-10.40017, -25.18192, -9.19642], [-14.29108, -17.61709, -11.57602], [-5.27837, -25.32421, -10.78126], [-10.70360, -23.99271, -13.16127], [-14.98137, -23.27285, -8.10557], [-9.81445, -16.38602, -3.77270], [-8.86886, -18.55950, -2.71884], [-13.71775, -21.76890, -7.74159], [-6.05594, -23.69361, -8.26183], [-7.31300, -18.23194, -10.98631], [-7.21724, -16.70024, -5.41732], [-13.56498, -18.44739, -15.15223], [-7.27231, -19.49709, -12.17231], [-11.22367, -19.13571, -14.16803], [-11.12435, -18.10475, -4.33781], [-3.52483, -21.74339, -11.43869], [-9.04408, -21.54628, -13.93797], [-8.40250, -28.90839, -9.28455], [-5.66398, -19.61133, -13.64501], [-12.37965, -24.12166, -10.72938], [-8.02376, -26.43985, -7.10165], [-9.31791, -27.37166, -9.01673], [-9.23627, -18.31426, -13.33301], [-8.43235, -21.98753, -8.53770], [-10.00727, -23.93736, -6.96175], [-9.82202, -22.41452, -9.04324], [-11.73709, -26.17578, -9.90060], [-11.04663, -17.60472, -6.91758], [-7.21417, -29.83610, -13.45523], [-8.13287, -25.19698, -10.82680], [-4.58412, -20.03281, -9.28738], [-7.18827, -21.43493, -6.70858], [-14.77840, -23.25271, -5.74180], [-9.54847, -18.18916, -10.83041], [-8.68428, -17.65905, -8.45542], [-11.47642, -16.32482, -11.20416], [-11.78636, -24.07701, -4.70321], [-9.39034, -26.82948, -12.88451], [-13.26607, -16.23908, -14.29050], [-1.84352, -24.39183, -12.90052], [-5.63333, -25.34772, -13.29786], [-5.62378, -23.25121, -14.91869], [-12.07519, -24.35766, -14.03964], [-8.99770, -20.26996, -7.26669], [-8.20910, -16.12044, -7.82090], [-12.87894, -19.29468, -9.34485], [-10.62605, -27.65175, -11.87225], [-9.04639, -21.39937, -5.19938], [-9.21798, -25.47969, -6.33919], [-13.64568, -25.97307, -7.96866], [-7.43197, -18.39630, -3.75717], [-6.93465, -22.40407, -11.66239], [-12.98393, -22.82945, -4.28395]], "de_lowest_kj_mol": 11.26, "lumo_energy_ha": 0.0206, "charge": 0, "smiles": "CC1(C)CCCC(C)(C)N1O.CC1(C)CCCC(C)(C)N1O.CC1(C)CCCC(C)(C)N1O.CC1(C)CCCC(C)(C)N1O.NC(N)=O.NC(N)=O.NC(N)=O.NC(N)=O.NC(N)=O.NC(N)=O.NC(N)=O"}

No. 3
{"formula": "C48H45N4OP3RuS", "method": "ωB97M-V with the def2-TZVPD basis set", "elements": ["Ru", "S", "P", "P", "P", "O", "N", "N", "N", "N", "C", "C", "C", "C", "C", "C", "C", "C", "C", "C", "C", "C", "C", "C", "C", "C", "C", "C", "C", "C", "C", "C", "C", "C", "C", "C", "C", "C", "C", "C", "C", "C", "C", "C", "C", "C", "C", "C", "C", "C", "C", "C", "C", "C", "C", "C", "C", "C", "H", "H", "H", "H", "H", "H", "H", "H", "H", "H", "H", "H", "H", "H", "H", "H", "H", "H", "H", "H", "H", "H", "H", "H", "H", "H", "H", "H", "H", "H", "H", "H", "H", "H", "H", "H", "H", "H", "H", "H", "H", "H", "H", "H", "H"], "xyz": [[-0.35276, -0.09023, -0.14561], [-0.36516, -2.27609, 0.57866], [-2.55273, -0.61011, -0.98106], [0.16346, 0.35700, 2.03914], [1.62935, -0.71927, -1.12006], [-1.33376, -3.29115, 0.12844], [-4.79110, 0.43456, -2.18172], [-0.54050, 1.58335, -0.84393], [-4.26641, -1.90767, -2.66823], [-5.16101, -1.28888, -0.47253], [-5.60600, -0.02407, -1.05471], [0.45894, -0.43961, -3.60828], [0.79203, -3.07683, -4.40078], [1.61177, -4.21962, 0.90880], [3.09758, 0.27973, -1.47939], [-2.14201, 1.95564, 2.07029], [-0.09224, -2.42132, 5.09043], [3.72027, 0.22887, -2.72571], [-1.93045, 2.60476, 4.75780], [4.79908, 1.80439, -0.70440], [-3.44701, 0.80776, -1.75114], [-3.10131, 2.76233, 2.66794], [1.91636, 2.45912, 2.56373], [-0.40961, -2.30561, 2.37215], [5.40752, 1.76033, -1.95140], [0.61723, 5.51173, -1.58863], [0.14677, -2.18056, -5.23601], [-0.01334, -0.85636, -4.84008], [-5.10103, -2.29723, -1.53196], [1.74122, 1.07627, 2.56812], [0.05227, -1.17643, 3.03626], [3.89569, -3.87579, 0.22358], [-0.65626, -3.49918, 4.41381], [1.29524, -2.97493, 0.38582], [-0.96977, 1.80887, 4.15998], [1.28124, -2.65940, -3.16812], [-3.00389, 3.07804, 4.01275], [3.15605, 3.00246, 2.86693], [3.65009, 1.06790, -0.47166], [2.81424, 0.24743, 2.89731], [1.11526, -1.34036, -2.76200], [3.56177, -2.65714, -0.34637], [1.09516, 3.33789, -0.67676], [4.04772, 0.79486, 3.21307], [-0.80349, -3.45579, 3.03750], [4.21999, 2.17292, 3.19386], [2.24927, -2.20170, -0.27597], [1.47762, 4.64217, -0.92850], [-1.07661, 1.45768, 2.81221], [4.86858, 0.97219, -2.95785], [0.25287, -1.26320, 4.41257], [-0.16547, 2.88313, -1.09013], [-1.02904, 3.76229, -1.76380], [-4.74512, -0.62903, -3.18637], [-0.63314, 5.06540, -2.00305], [2.92159, -4.66486, 0.82493], [-2.85198, -1.86236, -2.31169], [-3.87049, -1.15098, 0.19835], [5.18140, 2.60099, 3.44633], [0.30817, 0.58689, -3.29105], [-0.96408, -4.38068, 4.96024], [2.69062, -0.82968, 2.89683], [3.31065, -0.38223, -3.51862], [-1.21775, -4.28610, 2.48021], [-2.86486, 1.16072, -2.60691], [4.87486, 0.14680, 3.47169], [0.05843, -2.47709, 6.16035], [3.17668, 1.10879, 0.50102], [-3.49710, 1.62841, -1.03035], [-2.51975, -2.83536, -1.95204], [-6.11557, -2.45920, -1.90075], [1.75987, 2.64841, -0.17524], [-0.51075, -0.14994, -5.49252], [-2.20510, 1.73129, 1.01467], [4.91930, -4.22357, 0.18098], [-3.57141, -2.11317, 0.62040], [-4.10337, -0.31287, -4.01121], [-6.62839, -0.15844, -1.41214], [4.31237, -2.06818, -0.85828], [-5.60883, 0.74554, -0.27993], [1.08769, 3.11216, 2.31727], [-4.72543, -3.23307, -1.11523], [-1.99959, 3.41426, -2.09076], [0.91895, -4.10758, -4.70442], [6.30297, 2.33812, -2.13850], [-1.30487, 5.73839, -2.51963], [3.18457, -5.62905, 1.23892], [-5.75673, -0.77666, -3.56891], [0.92102, 6.53086, -1.78591], [0.85177, -4.83080, 1.37637], [-0.23135, -2.50885, -6.19523], [5.21537, 2.41495, 0.08633], [2.45641, 4.98076, -0.61177], [-1.83727, 2.86587, 5.80361], [-0.12340, 1.48165, 4.74827], [0.66903, -0.42953, 4.96108], [-3.92093, 3.14952, 2.07618], [1.78627, -3.37381, -2.53040], [-2.25330, -1.60140, -3.18586], [5.34186, 0.93350, -3.92996], [-3.75395, 3.70201, 4.48046], [-3.94564, -0.43275, 1.01868], [3.28662, 4.07682, 2.85923]], "de_lowest_kj_mol": 74.64, "lumo_energy_ha": [-0.1142, -0.1102], "charge": 1, "s_squared": 0.921, "multiplicity": 2}

No. 4
{"formula": "C22H24N3S", "method": "ωB97M-V with the def2-TZVPD basis set", "elements": ["S", "N", "N", "N", "C", "C", "C", "C", "C", "C", "C", "C", "C", "C", "C", "C", "C", "C", "C", "C", "C", "C", "C", "C", "C", "C", "H", "H", "H", "H", "H", "H", "H", "H", "H", "H", "H", "H", "H", "H", "H", "H", "H", "H", "H", "H", "H", "H", "H", "H"], "xyz": [[1.70322, 0.86039, 2.27876], [-1.06595, 4.45758, -1.46653], [0.08561, -1.24180, 2.72712], [-1.01504, 0.65942, 2.19453], [-2.82728, 7.71678, -1.66458], [-1.29413, -1.67375, 2.59081], [-1.39344, 3.47272, -0.59175], [-3.93251, 4.73895, 2.83591], [-1.86063, 5.58425, -1.25099], [0.15867, 0.08332, 2.38422], [-5.34344, 2.86095, 2.20425], [-0.08878, 4.34385, -2.52690], [-2.46746, 3.90802, 0.23094], [-3.06876, 3.10648, 1.19200], [-3.76215, 6.23445, 0.05830], [-6.14144, 4.51235, 3.79654], [-4.11250, 3.55961, 2.07114], [-1.86486, 6.75300, -1.99492], [-6.35010, 3.35500, 3.03311], [2.45950, -1.75644, 3.06836], [-3.75855, 7.45998, -0.64486], [-2.77961, 5.28731, -0.21710], [-2.03222, -0.35812, 2.49664], [2.86746, -0.53607, 2.28246], [1.10445, -2.24604, 2.59874], [-4.91569, 5.18766, 3.70847], [0.77290, -3.11556, 3.18269], [2.44155, -1.54592, 4.14076], [3.02948, -0.80312, 1.23326], [-4.73464, 6.08886, 4.29670], [-7.31242, 2.84022, 3.06930], [-4.52574, 6.02307, 0.79874], [-4.49365, 8.22962, -0.39664], [-0.89200, 2.51215, -0.57013], [-1.41917, -2.26236, 1.67470], [-0.39293, 3.60212, -3.27851], [-2.98545, 5.27808, 2.73507], [1.20268, -2.55694, 1.54795], [-1.12368, 6.87924, -2.78816], [3.79155, -0.12894, 2.70011], [3.18036, -2.56061, 2.89454], [-0.01378, 5.32070, -3.00542], [0.88756, 4.05425, -2.12176], [-6.92640, 4.89144, 4.44952], [-1.58359, -2.27636, 3.45365], [-2.52383, -0.17584, 3.46390], [-2.79090, -0.40654, 1.71045], [-2.72022, 2.06882, 1.24274], [-2.84065, 8.66376, -2.20643], [-5.48124, 1.95703, 1.60930]], "de_lowest_kj_mol": 0.00, "lumo_energy_ha": -0.1665, "charge": 1}